one.
An isolated molecule of C5H10, computed with wB97M-V/def2-TZVPD.

Output
Kohn-Sham gap (eV): 10.96

CARTESIAN COORDINATES (ANGSTROEM)
C -0.30 -1.09 -1.28
C -0.03 0.01 0.05
C -0.09 1.52 -0.43
C -0.40 -0.39 1.41
C 1.02 -0.31 1.03
H -0.01 -2.18 -1.28
H -0.06 -0.63 -2.24
H -1.36 -1.07 -1.26
H 0.76 1.89 -1.18
H 0.00 2.08 0.49
H -1.08 1.60 -1.12
H -0.87 -1.30 1.48
H -0.76 0.52 1.98
H 1.61 0.47 1.52
H 1.57 -1.13 0.84

=====

two.
A cluster of 2 separate species, C5H10 in total, computed with wB97M-V/def2-TZVPD.

Output
Kohn-Sham gap (eV): 10.94

CARTESIAN COORDINATES (ANGSTROEM)
C -2.64 -0.05 1.48
C -2.30 -0.24 0.34
C -1.88 -0.35 -0.99
H -3.14 0.09 2.48
H -2.39 0.47 -1.62
H -0.87 -0.24 -0.97
H -2.08 -1.24 -1.43
C 2.34 -0.31 -0.30
C 1.51 0.73 0.40
H 1.77 -1.26 -0.23
H 2.33 0.10 -1.30
H 3.36 -0.53 0.03
H 2.01 0.93 1.43
H 1.36 1.68 -0.02
H 0.63 0.23 0.70

=====

three.
A structure of composition C5H10, computed with wB97M-V/def2-TZVPD.

Output
Kohn-Sham gap (eV): 10.40

CARTESIAN COORDINATES (ANGSTROEM)
C -0.05 -1.30 -0.95
C -0.60 -0.44 -0.06
C -1.62 -0.79 0.92
C 1.66 1.08 -0.32
C 0.22 1.30 0.12
H 0.70 -1.12 -1.70
H -0.35 -2.42 -0.73
H -2.38 0.07 1.12
H -2.08 -1.71 0.48
H -1.30 -1.11 1.88
H 1.57 0.78 -1.36
H 2.40 1.92 -0.12
H 2.07 0.17 0.21
H -0.22 2.14 -0.60
H -0.02 1.43 1.11

=====

Short version: one is the most stable of them.

=====

one.
A structure of composition C5H10, computed with wB97M-V/def2-TZVPD.

Output
Kohn-Sham gap (eV): 7.43

CARTESIAN COORDINATES (ANGSTROEM)
C 0.40 -1.42 0.38
C -0.20 -0.04 0.30
C -1.49 0.12 -0.30
C -0.93 0.24 -1.59
C -2.76 0.17 0.17
H 0.72 -1.64 1.41
H -0.35 -2.13 0.07
H 1.28 -1.52 -0.26
H 0.48 0.80 0.31
H 5.78 2.32 1.54
H -0.13 -0.40 -1.95
H -1.39 0.86 -2.35
H 5.07 2.22 1.60
H -3.54 0.31 -0.56
H -2.93 0.10 1.23

=====

two.
An isolated molecule of C5H10, computed with wB97M-V/def2-TZVPD.

Output
Kohn-Sham gap (eV): 10.31

CARTESIAN COORDINATES (ANGSTROEM)
C 0.67 -1.23 1.25
C 0.23 -0.61 0.17
C -0.61 -1.34 -0.86
C 0.66 0.77 -0.24
C -0.42 1.85 0.10
H 0.40 -2.27 1.45
H 1.31 -0.81 2.02
H -1.00 -0.68 -1.63
H -0.06 -2.18 -1.27
H -1.50 -1.80 -0.43
H 0.80 0.81 -1.31
H 1.60 1.08 0.24
H 0.03 2.70 0.62
H -0.86 2.23 -0.83
H -1.23 1.48 0.72

=====

Short version: two is the most stable of them.